No. 1
Below is 11 unconnected molecules or ions with the total composition C35H64Br8O19S5 at a distorted geometry, with properties calculated with wB97M-V/def2-TZVPD.

```
131
Properties=species:S:1:pos:R:3:lowdin_charge:R:1
Br -3.045 3.036 1.434 0.74
C -2.521 4.843 0.786 -0.61
C -1.698 4.578 -0.474 -0.68
Br -0.847 6.321 -1.006 0.61
H -1.980 5.296 1.617 0.04
H -3.413 5.415 0.529 0.06
H -2.242 4.097 -1.286 0.02
H -0.840 3.912 -0.380 0.03
Br 7.055 0.990 3.693 0.59
C 6.057 -0.777 3.609 -0.59
C 5.143 -0.818 2.368 -0.69
Br 4.304 -2.548 2.044 0.69
H 5.482 -0.823 4.533 0.06
H 6.881 -1.491 3.583 0.05
H 5.622 -0.475 1.451 0.05
H 4.355 -0.086 2.550 0.05
Br -0.545 3.832 -3.564 0.65
C 1.267 4.138 -2.820 -0.68
C 2.202 4.544 -3.915 -0.67
Br 4.040 4.697 -3.187 0.61
H 1.670 3.222 -2.390 0.04
H 1.200 4.844 -1.992 0.00
H 1.899 5.471 -4.403 0.06
H 2.217 3.779 -4.691 0.05
Br 2.644 -3.048 -1.382 0.76
C 4.446 -2.440 -1.638 -0.67
C 4.902 -2.979 -2.925 -0.67
Br 3.918 -2.373 -4.560 0.71
H 5.120 -2.694 -0.820 0.05
H 4.397 -1.401 -1.962 0.05
H 4.906 -4.066 -3.002 0.06
H 5.935 -2.689 -3.114 0.06
O 0.292 -1.981 -8.659 -0.31
S -0.785 -1.659 -7.714 0.69
O -2.179 -1.799 -8.138 -0.30
O -0.516 -2.230 -6.162 -0.30
C 0.837 -2.181 -5.575 -0.28
C 0.641 -1.372 -4.263 -0.09
C -0.565 0.102 -7.301 -0.11
H 1.541 -1.734 -6.277 0.09
H 1.271 -3.176 -5.472 0.09
H 1.475 -1.566 -3.588 -0.03
H -0.266 -1.572 -3.692 0.08
H 0.688 -0.321 -4.550 0.07
H -1.306 0.711 -7.819 0.07
H 0.371 0.380 -7.786 0.06
H -0.575 0.225 -6.218 0.04
O -0.964 -4.603 5.875 -0.28
S -1.327 -4.100 4.578 0.67
O -0.330 -3.489 3.677 -0.32
O -2.088 -5.273 3.742 -0.26
C -1.394 -6.491 3.625 -0.31
C -2.080 -7.340 2.529 -0.05
C -2.790 -2.930 4.657 -0.07
H -1.341 -7.102 4.526 0.12
H -0.359 -6.412 3.292 0.12
H -1.698 -8.358 2.444 0.08
H -1.924 -6.812 1.588 0.06
H -3.146 -7.378 2.752 0.08
H -3.718 -3.407 4.971 0.08
H -2.778 -2.400 3.704 0.03
H -2.595 -2.128 5.369 0.07
O -1.311 1.844 6.883 -0.30
S -1.258 2.515 5.572 0.68
O -2.427 2.735 4.751 -0.32
O -0.524 4.007 5.771 -0.28
C -0.243 4.774 4.577 -0.26
C 0.219 6.136 5.086 -0.07
C 0.056 1.600 4.615 -0.10
H -1.218 4.947 4.122 0.10
H 0.486 4.296 3.923 0.11
H 1.280 6.093 5.334 0.07
H -0.346 6.464 5.958 0.08
H 0.194 6.995 4.415 0.08
H 1.023 1.380 5.068 0.07
H 0.129 2.022 3.613 0.05
H -0.384 0.605 4.560 0.05
O -2.993 -4.629 -0.295 -0.31
S -2.212 -3.375 -0.123 0.73
O -2.004 -2.470 -1.240 -0.31
O -2.832 -2.521 1.248 -0.30
C -4.178 -2.122 1.284 -0.27
C -4.178 -0.590 1.292 -0.07
C -0.540 -3.864 0.558 -0.08
H -4.606 -2.639 2.143 0.12
H -4.694 -2.452 0.382 0.10
H -5.231 -0.360 1.129 0.08
H -3.613 -0.206 0.443 0.06
H -4.086 -0.127 2.275 0.07
H -0.753 -4.527 1.396 0.04
H 0.084 -2.990 0.745 0.04
H -0.104 -4.443 -0.257 0.06
O -6.971 -1.845 -1.285 -0.28
S -6.309 -1.035 -2.273 0.66
O -7.064 0.009 -2.925 -0.29
O -4.810 -0.493 -1.773 -0.30
C -4.187 0.647 -2.397 -0.23
C -3.019 0.019 -3.135 -0.06
C -5.841 -2.195 -3.608 -0.11
H -4.012 1.425 -1.654 0.11
H -4.944 1.145 -3.003 0.11
H -2.406 0.735 -3.683 0.06
H -3.312 -0.697 -3.903 0.08
H -2.359 -0.485 -2.429 0.04
H -5.654 -1.719 -4.571 0.06
H -6.582 -2.982 -3.752 0.07
H -4.862 -2.672 -3.558 0.06
C 4.741 2.593 0.183 0.02
C 6.092 2.877 0.073 0.03
C 6.791 3.658 1.101 -0.41
O 7.990 3.735 1.242 0.11
C 5.794 4.258 2.071 0.04
C 4.440 4.035 2.093 0.01
C 3.806 3.279 1.055 -0.43
O 2.600 3.106 0.951 0.09
H 4.336 1.867 -0.506 0.10
H 6.681 2.310 -0.633 0.12
H 6.171 4.925 2.833 0.12
H 3.840 4.374 2.924 0.12
C 1.617 -0.499 0.353 -0.04
C 0.712 -0.495 1.379 0.03
C -0.591 0.164 1.403 -0.41
O -1.508 0.152 2.170 0.09
C -0.857 0.819 0.099 -0.01
C 0.015 0.817 -0.953 0.04
C 1.432 0.313 -0.849 -0.38
O 2.308 0.536 -1.688 0.06
H 2.503 -1.113 0.416 0.00
H 0.828 -1.138 2.239 0.11
H -1.810 1.265 -0.147 0.04
H -0.258 1.291 -1.884 0.07
```

Calculated values
LUMO   -2.33 eV
Orbital gap   7.93 eV
Energy   -690743.233 eV
HOMO   -10.26 eV
SMILES string   O=C1C=CC(=O)C=C1.O=C1C=CC(=O)C=C1.CCOS(C)(=O)=O.CCOS(C)(=O)=O.CCOS(C)(=O)=O.CCOS(C)(=O)=O.CCOS(C)(=O)=O.BrCCBr.BrCCBr.BrCCBr.BrCCBr

=====

No. 2
Below is 2 unconnected molecules or ions with the total composition C2H9N2O, with properties calculated with wB97M-V/def2-TZVPD.

```
14
Properties=species:S:1:pos:R:3:lowdin_charge:R:1
C 0.156 -1.767 1.238 -0.15
N -0.293 0.404 -1.663 0.01
C -0.035 -0.798 -0.938 -0.35
N 0.048 -0.548 0.478 -0.01
H 0.195 -1.520 2.288 0.06
H -0.684 -2.435 1.053 0.08
H 1.096 -2.281 0.996 0.09
H -0.966 1.042 -1.280 0.06
H -0.811 -1.562 -1.083 0.11
H 0.928 -1.174 -1.275 0.13
H 0.324 2.791 1.633 0.02
H 0.196 0.698 -2.482 0.06
H 0.174 1.486 0.825 -0.02
O 0.070 2.453 0.771 -0.09
```

Calculated values
LUMO (alpha / beta)   1.05 / -0.39 eV
Orbital gap (alpha / beta)   9.94 / 8.55 eV
Spin multiplicity   2
Energy   -7245.698 eV
HOMO (alpha / beta)   -8.88 / -8.95 eV
Energy above the lowest of the compared OMol25 structures with the same formula, charge and spin   0.0 kcal/mol

=====

No. 3
Below is 2 unconnected molecules or ions with the total composition C11H15N at a distorted geometry, with properties calculated with wB97M-V/def2-TZVPD.

```
27
Properties=species:S:1:pos:R:3:lowdin_charge:R:1
C -1.356 0.742 2.085 -0.05
C -0.142 -1.243 0.681 -0.13
C -1.226 -0.606 1.407 -0.23
C -0.689 -2.451 0.183 -0.22
C -2.327 -1.408 1.326 -0.06
C 1.163 -0.903 0.356 -0.03
C 1.835 -1.687 -0.582 -0.11
C 1.237 -2.787 -1.150 -0.11
C -0.019 -3.242 -0.738 -0.03
N -1.986 -2.599 0.676 0.07
H 1.593 0.007 0.760 0.10
H 2.799 -1.299 -0.897 0.10
H 1.476 -3.274 -2.108 0.11
H -0.453 1.295 1.773 0.06
H -1.485 0.482 3.143 0.08
H -3.290 -1.212 1.774 0.12
H -2.404 -3.506 0.791 0.14
H -0.538 -4.001 -1.301 0.10
H -2.143 1.345 1.627 0.08
C 0.703 3.316 -0.489 -0.17
C 1.193 3.243 -1.947 -0.17
H 1.492 2.826 0.096 0.05
H 0.742 4.385 -0.264 0.06
H -0.177 2.735 -0.235 0.05
H 0.438 3.631 -2.636 0.06
H 1.582 2.250 -2.145 0.06
H 1.981 3.960 -2.184 0.06
```

Calculated values
LUMO   0.97 eV
Orbital gap   8.73 eV
Energy   -13139.580 eV
HOMO   -7.76 eV
SMILES string   Cc1c[nH]c2ccccc12.CC
Energy above the lowest of the compared OMol25 structures with the same formula, charge and spin   27.9 kcal/mol